(1)
114
Properties=species:S:1:pos:R:3:forces:R:3 method="wB97M-V/def2-TZVPD" total_charge=-1 e_lumo_ha=0.08327 homo_lumo_gap_ev=6.04
Sn -0.63868 0.84568 0.24378 0.49 0.00 -0.32
C -4.97236 5.32678 -1.01042 -0.04 -0.07 -0.06
N -3.64597 5.11013 -0.47595 -0.05 -0.05 0.09
C -2.55919 5.92869 -0.62141 0.04 0.08 -0.03
C -1.51851 5.28936 -0.00636 0.01 -0.10 0.10
N -1.94135 4.09621 0.49901 0.02 -0.14 0.11
C -3.21600 4.00462 0.20598 0.10 0.11 0.01
P -4.33307 2.61386 0.52483 0.12 -0.12 -0.04
C -3.54068 1.77570 1.93712 -0.13 -0.10 0.22
N -2.26647 1.58299 2.21523 -0.17 0.17 0.09
C -2.21393 0.90612 3.39403 0.06 -0.05 -0.06
C -3.47886 0.67202 3.84867 -0.01 -0.06 0.01
N -4.32316 1.22128 2.92515 0.00 0.18 -0.07
C -5.76904 1.19285 3.01969 0.00 -0.04 0.03
C -3.86458 1.62626 -0.93353 -0.08 0.02 -0.21
N -3.06468 2.06765 -1.88532 -0.04 0.05 -0.04
C -3.10848 1.12208 -2.87149 -0.13 0.10 -0.03
C -3.95284 0.10963 -2.51360 -0.01 0.05 0.02
N -4.45087 0.45100 -1.28623 -0.15 0.15 -0.02
C -5.31631 -0.34463 -0.44718 -0.26 -0.04 0.18
H -5.02032 6.31601 -1.45920 0.04 0.00 -0.01
H -5.72020 5.26306 -0.22040 0.02 0.00 0.02
H -5.20330 4.57779 -1.76956 0.01 0.04 -0.03
H -2.62737 6.87596 -1.12974 -0.01 -0.03 -0.01
H -0.49338 5.59878 0.12294 -0.03 0.05 -0.09
H -1.26666 0.60451 3.80976 -0.04 0.01 0.07
H -3.84829 0.15789 4.71991 0.00 0.01 0.00
H -6.08078 1.49622 4.01882 0.02 -0.01 0.01
H -6.15224 0.19111 2.81562 0.02 0.00 -0.01
H -6.18942 1.88500 2.29703 -0.02 0.01 -0.03
H -2.52696 1.23216 -3.77314 -0.05 -0.06 0.01
H -4.22356 -0.81110 -3.00279 0.01 -0.02 0.05
H -5.64700 -1.21987 -1.00101 -0.02 0.00 -0.04
H -6.19004 0.23623 -0.14432 -0.07 0.04 -0.10
H -4.76738 -0.67260 0.43763 -0.12 0.08 -0.21
S 1.48719 2.72495 1.11655 -0.18 0.19 0.03
P 2.81347 1.42688 0.33597 0.09 -0.24 -0.68
C 2.29682 -0.06372 -0.33032 -0.23 0.22 1.32
P 1.86837 -1.25099 0.79817 0.46 -0.07 -0.78
S 0.34955 -0.97434 2.11606 -0.42 0.15 0.05
C 3.24210 -2.01233 1.78695 0.11 0.31 -0.19
C 4.43752 -2.22598 1.09959 0.02 0.02 0.12
C 5.51608 -2.82590 1.72945 -0.04 0.02 -0.03
C 5.40945 -3.21845 3.05829 0.08 -0.01 -0.03
C 4.23214 -2.98965 3.75189 0.00 -0.02 0.08
C 3.15176 -2.38454 3.12093 -0.08 0.01 -0.05
C 1.49139 -2.76170 -0.18127 -0.02 -0.10 0.13
C 2.04341 -2.90975 -1.44889 0.00 -0.02 -0.05
C 1.90144 -4.10438 -2.14320 0.03 -0.01 0.07
C 1.17737 -5.15100 -1.58775 0.05 -0.02 0.01
C 0.59544 -4.99534 -0.33662 0.12 -0.03 0.06
C 0.76400 -3.81213 0.36835 0.06 0.00 -0.04
C 4.19127 1.38713 1.56082 -0.07 -0.35 0.01
C 5.52339 1.28651 1.16701 -0.08 0.02 0.04
C 6.52739 1.14411 2.11446 0.04 -0.02 -0.04
C 6.20868 1.08622 3.46284 0.05 -0.03 0.03
C 4.88314 1.18469 3.86307 -0.03 -0.04 0.02
C 3.87936 1.33277 2.91810 0.07 0.01 -0.05
C 3.67041 2.28373 -1.05230 -0.17 0.09 -0.06
C 4.07265 1.56023 -2.16940 -0.01 0.00 0.02
C 4.71417 2.19321 -3.22774 -0.03 0.00 0.01
C 4.95313 3.55866 -3.17629 0.01 0.03 -0.06
C 4.54956 4.28975 -2.06542 0.03 0.00 0.06
C 3.91212 3.65492 -1.00910 0.02 -0.05 0.00
H 4.51038 -1.89603 0.06942 0.01 -0.01 -0.02
H 6.44153 -2.97967 1.18658 -0.01 -0.01 0.01
H 6.24867 -3.69753 3.54953 -0.01 0.03 0.02
H 4.15861 -3.28060 4.79373 -0.03 0.01 -0.01
H 2.22917 -2.19422 3.65640 0.02 -0.02 0.02
H 2.57228 -2.06679 -1.88093 0.03 0.01 0.04
H 2.35697 -4.21577 -3.12077 -0.02 -0.01 -0.02
H 1.07321 -6.08660 -2.12524 -0.04 0.01 -0.01
H 0.01392 -5.80017 0.09926 0.04 -0.02 -0.01
H 0.31619 -3.68724 1.34808 -0.02 0.00 -0.02
H 5.77205 1.32762 0.11341 0.04 -0.03 0.00
H 7.56158 1.06869 1.79808 -0.01 0.00 0.00
H 6.99282 0.95295 4.19917 -0.01 0.03 0.00
H 4.63171 1.13832 4.91636 -0.01 -0.01 -0.01
H 2.84086 1.41654 3.21508 0.00 -0.01 0.03
H 3.85652 0.49794 -2.18525 -0.03 0.00 -0.03
H 5.01714 1.62062 -4.09690 0.01 0.00 0.01
H 5.44619 4.05776 -4.00312 0.00 -0.01 0.01
H 4.73545 5.35687 -2.02289 -0.01 -0.01 0.00
H 3.58067 4.21452 -0.14202 -0.01 0.02 -0.02
C -0.72048 -2.55304 -3.33708 -0.07 0.14 0.03
C -0.58928 -1.27203 -2.56059 -0.10 -0.50 0.19
N -0.99077 -1.16303 -1.34716 -0.27 0.48 -0.25
N -1.61744 -2.21743 -0.77199 0.02 -0.41 0.08
C -2.41535 -1.83390 0.20729 -0.04 0.39 -0.21
O -2.75295 -0.64079 0.47756 0.75 -0.51 0.42
C -2.99559 -2.94385 1.02669 0.00 -0.09 0.11
C -3.85001 -2.63778 2.08036 0.00 0.01 0.02
C -4.33563 -3.63670 2.91182 -0.02 -0.05 -0.02
C -3.98067 -4.95985 2.68717 -0.01 0.04 0.04
C -3.14202 -5.27535 1.62509 -0.01 0.01 0.00
C -2.64766 -4.27423 0.80346 -0.02 -0.03 -0.05
C -0.07017 -0.05929 -3.21489 0.22 0.28 -0.10
C 0.37332 -0.07164 -4.53867 -0.06 -0.13 0.01
C 0.74737 1.11787 -5.14158 0.03 0.13 0.10
C 0.67016 2.29293 -4.41341 0.09 -0.03 -0.07
C 0.23675 2.21488 -3.09695 0.11 0.05 0.13
N -0.12258 1.08203 -2.51949 0.12 -0.10 0.00
H -0.89977 -3.36227 -2.63462 0.00 -0.01 -0.05
H 0.18764 -2.76595 -3.90165 -0.03 0.01 0.00
H -1.56015 -2.50221 -4.03779 0.00 0.02 -0.02
H -4.10305 -1.59925 2.25225 0.08 0.01 0.06
H -4.98271 -3.38378 3.74382 0.00 0.00 -0.01
H -4.34326 -5.73862 3.34747 -0.02 -0.01 -0.03
H -2.86778 -6.30796 1.44442 0.03 0.01 0.00
H -1.97191 -4.49883 -0.01126 -0.08 0.03 0.02
H 0.41026 -0.99776 -5.09416 0.02 -0.01 0.01
H 1.10631 1.13160 -6.16345 -0.04 -0.05 -0.01
H 0.95888 3.24384 -4.84036 -0.01 0.00 0.02
H 0.18173 3.10219 -2.47404 -0.02 0.00 0.02



(2)
48
Properties=species:S:1:pos:R:3:forces:R:3 method="wB97M-V/def2-TZVPD" spin_multiplicity=2 total_charge=+2 e_lumo_ha="-0.25422 / -0.43564" homo_lumo_gap_ev="9.64 / 4.70"
C -1.78263 -0.13094 -1.25653 -0.23 -0.52 0.25
C -0.61181 0.59011 -0.68993 1.34 1.65 2.38
C -0.62622 2.07795 -1.05271 -0.26 -0.09 -0.69
N -0.94576 2.49083 -2.25238 1.07 0.23 0.77
O -0.36000 2.80200 -0.03657 0.21 -0.09 -1.25
N -1.72963 -1.54159 -0.77687 0.96 -1.41 -0.47
H -1.62712 -0.09546 -2.32508 -0.68 -0.45 -0.43
H -2.75315 0.27368 -0.90800 0.55 -0.04 -0.49
H -0.62386 0.64040 0.42583 0.00 -0.66 -0.53
H 0.44058 0.26667 -0.93388 -1.16 0.12 -0.12
H -0.98199 1.79238 -2.98215 -0.23 -0.54 -0.71
H -0.68995 3.40903 -2.60224 -0.37 0.30 0.38
H -2.27867 -1.70267 0.08336 0.28 0.70 0.56
H -0.72936 -1.91627 -0.67008 -0.89 0.71 -0.22
H -2.17220 -2.15828 -1.45271 0.02 -0.09 -0.41
H 0.85732 1.16972 2.51956 -0.13 -0.14 -0.08
H 1.19562 2.12758 1.29399 -0.08 0.30 0.47
O 1.40755 1.29383 1.71608 0.33 -0.21 -0.51
H 1.48923 -2.48448 1.17036 0.37 -0.85 0.20
H 1.25498 -4.04028 1.39309 0.11 0.24 0.02
O 0.85269 -3.16736 1.46455 -0.59 0.37 -0.29
H 3.78079 -2.10157 1.03413 0.05 0.36 0.15
H 2.77899 -0.87889 0.84100 0.74 -0.60 -0.03
O 2.97697 -1.80445 0.59364 -0.28 0.56 0.01
H 1.69889 -2.41313 -0.99061 0.55 0.30 -0.06
H 1.68232 -0.94527 -1.65421 0.66 -0.67 -0.16
O 1.15771 -1.72246 -1.37846 -1.55 0.13 -0.13
H -1.31537 -3.24464 3.38007 0.33 -0.06 -0.04
H -0.62839 -2.41021 2.24944 0.22 -0.77 0.30
O -1.38751 -2.44767 2.84875 -0.55 0.63 0.22
H 4.38932 1.98798 0.21223 -0.23 0.16 0.64
H 3.02110 1.37082 0.89362 0.34 0.63 0.63
O 3.70401 1.31546 0.21610 -0.05 -0.78 -1.21
H -2.19636 2.86882 2.59415 -0.12 0.25 -0.41
H -1.72340 2.64705 1.10334 -0.40 0.35 0.86
O -2.25867 2.28542 1.82284 -0.10 -0.37 0.11
H -3.14224 -1.14178 2.38282 0.21 -0.86 -0.29
H -2.88726 0.14422 1.73185 -0.04 0.31 -0.56
O -2.89605 -0.79835 1.51142 -0.46 0.95 0.55
H -1.31899 0.39368 -5.30855 -0.03 0.05 -0.06
H 0.09445 0.92268 -4.99526 -0.06 -0.12 -0.16
O -0.77728 0.77737 -4.61028 0.10 0.16 0.48
H -1.29444 1.12749 3.10246 1.10 -1.01 0.38
H -0.93088 -0.36800 3.37373 0.20 -0.12 0.13
O -0.54988 0.52610 3.37963 -1.16 0.82 -0.38
H 3.04439 0.84635 -1.37310 0.21 0.02 -0.19
H 2.85286 0.88219 -2.95157 0.26 -0.04 0.03
O 2.53928 0.48393 -2.13683 -0.52 0.21 0.37



(3)
18
Properties=species:S:1:pos:R:3:forces:R:3 method="wB97M-V/def2-TZVPD" e_lumo_ha=0.01890 homo_lumo_gap_ev=10.23 smiles="CCCNC=O.O"
C -1.22048 1.17418 0.71482 -0.13 -0.31 0.25
C -0.36456 1.49422 -0.50476 -0.26 0.87 0.22
C 0.89964 0.66965 -0.67296 -0.56 -0.34 1.38
N 0.68614 -0.78052 -0.64577 -0.27 0.00 -1.27
C 0.57305 -1.40723 -1.85204 0.52 -0.73 0.18
O 0.85706 -0.94984 -2.93098 -0.04 0.24 -0.25
H -1.95550 1.94873 0.93831 0.14 0.20 -0.22
H -1.81714 0.26679 0.59830 0.25 -0.16 0.01
H -0.60398 1.07625 1.61256 -0.01 -0.13 -0.01
H -0.99487 1.51196 -1.39141 0.10 -0.17 -0.23
H -0.00514 2.51957 -0.35837 -0.07 0.04 -0.24
H 1.41364 0.93849 -1.58602 0.11 -0.20 -0.10
H 1.52437 0.90845 0.19158 0.26 0.04 -0.15
H 0.09365 -1.25737 0.01863 0.09 0.57 0.60
H 0.28749 -2.46776 -1.71801 -0.20 0.06 -0.13
O -0.07165 -1.98044 2.25374 0.84 0.48 -0.13
H -0.08332 -2.14656 3.19958 -0.21 -0.12 0.12
H 0.78160 -1.51859 2.13281 -0.56 -0.34 -0.02



Going through the records in order, we get energy above the lowest of the compared OMol25 structures with the same formula, charge and spin values of 0.0 0.0 14.1 kcal per mole.